[1]
{
  "formula": "C13H28N3O10P",
  "method": "ωB97M-V/def2-TZVPD",
  "smiles": "CNC(=O)[C@@H](NC(C)=O)[C@@H](C)O.O=C(COP(=O)(O)O)N(O)CCCCO",
  "e_homo_ev": -9.33,
  "total_charge": 0,
  "lumo_ev": -0.02,
  "species": ["C", "N", "C", "O", "C", "N", "C", "C", "O", "C", "C", "O", "H", "H", "H", "H", "H", "H", "H", "H", "H", "H", "H", "H", "H", "H", "O", "C", "C", "O", "P", "O", "O", "O", "N", "O", "C", "C", "C", "C", "O", "H", "H", "H", "H", "H", "H", "H", "H", "H", "H", "H", "H", "H", "H"],
  "coordinates": [[-0.66891, -2.26254, -2.67413], [0.50976, -1.83398, -1.92320], [1.05657, -2.53281, -0.92161], [0.57691, -3.58733, -0.51128], [2.31444, -1.96920, -0.26035], [2.12471, -1.93221, 1.20157], [2.74873, -1.08933, 2.01847], [2.38268, -1.14492, 3.48156], [3.59439, -0.30277, 1.61497], [3.54129, -2.82450, -0.63034], [3.78351, -2.93005, -2.13625], [4.71379, -2.25451, -0.09624], [-0.40840, -3.10701, -3.31519], [-1.45677, -2.57591, -1.98571], [-1.03816, -1.44216, -3.29173], [0.90371, -0.92109, -2.14354], [2.47889, -0.95867, -0.63559], [1.47109, -2.59429, 1.59492], [3.07237, -0.51593, 4.04305], [2.45478, -2.17025, 3.83847], [1.36761, -0.77485, 3.61365], [3.41819, -3.82716, -0.21870], [2.96717, -3.47038, -2.61412], [4.70931, -3.47870, -2.31225], [3.87031, -1.93366, -2.57015], [4.45920, -1.60691, 0.57977], [-0.19315, 2.00386, 2.85902], [-0.87690, 1.49572, 1.97148], [-0.26755, 1.31344, 0.56895], [0.38015, 2.50102, 0.06653], [0.74162, 2.39698, -1.50676], [1.00438, 1.00663, -1.92547], [2.05296, 3.20233, -1.81862], [-0.45966, 2.95716, -2.37148], [-2.14041, 1.03056, 2.35795], [-2.50272, 1.14875, 3.73358], [-3.14656, 0.45917, 1.45677], [-4.28222, 1.45754, 1.18811], [-3.87959, 2.73026, 0.40917], [-4.01838, 2.59773, -1.11165], [-2.91115, 1.89373, -1.67349], [-1.03893, 1.00219, -0.13444], [0.45899, 0.49809, 0.63593], [2.70348, 2.71594, -1.29646], [-0.09221, 2.84004, -3.25776], [-1.79510, 1.63746, 4.20588], [-2.73238, 0.10443, 0.51199], [-3.57074, -0.42247, 1.94869], [-5.08846, 0.94428, 0.65492], [-4.68858, 1.76598, 2.15718], [-4.55590, 3.53084, 0.72503], [-2.86735, 3.05176, 0.66886], [-4.06941, 3.59492, -1.56123], [-4.95183, 2.08019, -1.35647], [-2.15962, 2.50258, -1.85226]],
  "forces_ev_per_angstrom": [[0.3, -0.2, 0.4], [0.3, 0.9, -0.5], [-0.6, -0.7, 0.6], [0.1, 0.1, 0.0], [0.1, -0.1, -0.2], [-1.0, -0.8, -0.9], [0.5, 0.7, 0.7], [0.0, 0.0, -0.1], [0.3, 0.4, -0.3], [0.3, 0.1, -0.6], [-0.5, -0.1, 0.3], [0.1, 0.2, 0.4], [-0.1, 0.0, 0.0], [0.1, 0.0, -0.1], [0.2, 0.0, 0.2], [-0.2, -0.2, 0.1], [0.1, 0.2, 0.2], [0.0, -0.1, -0.2], [-0.1, -0.1, -0.1], [-0.1, -0.1, 0.1], [-0.1, 0.0, 0.1], [-0.3, -0.1, 0.1], [0.0, 0.0, -0.2], [0.0, 0.1, 0.1], [0.0, 0.0, 0.0], [0.3, 0.2, -0.1], [0.0, 0.0, -0.5], [-0.4, 0.5, 2.4], [-1.3, -1.0, 0.0], [-0.1, 0.6, -1.2], [0.3, -3.1, 1.0], [-0.2, -0.2, 0.3], [-0.7, 1.3, 0.7], [0.8, 1.3, 0.4], [2.0, 0.2, -1.6], [-0.2, -0.3, -1.2], [-1.0, 0.2, 0.9], [0.2, 0.4, 0.1], [-0.7, -0.3, -0.1], [0.7, 0.5, 0.4], [0.3, 0.0, -0.2], [0.0, 0.0, -0.1], [0.0, 0.2, 0.1], [0.8, 0.1, -0.1], [-0.6, 0.1, -0.7], [0.2, -0.1, -1.0], [0.5, 0.2, 0.3], [0.1, 0.1, 0.0], [0.1, 0.0, 0.0], [0.0, -0.1, -0.1], [0.1, 0.0, 0.0], [0.0, 0.0, 0.0], [-0.1, 0.0, 0.0], [0.3, -0.1, -0.1], [-1.1, -0.5, 0.2]],
  "lowdin_charge": [-0.048, 0.034, -0.477, 0.050, -0.166, 0.131, -0.551, 0.019, 0.034, -0.387, -0.027, -0.025, 0.085, 0.084, 0.084, 0.083, 0.143, 0.150, 0.090, 0.085, 0.079, 0.147, 0.077, 0.084, 0.086, 0.047, 0.046, -0.365, -0.106, -0.129, 0.359, -0.245, -0.049, -0.072, -0.084, 0.034, -0.131, -0.166, -0.170, -0.248, -0.096, 0.093, 0.127, 0.104, 0.113, 0.110, 0.118, 0.126, 0.114, 0.109, 0.111, 0.110, 0.115, 0.116, 0.045]
}

=====

[2]
{
  "formula": "C5H40N2O14",
  "method": "ωB97M-V/def2-TZVPD",
  "e_above_lowest_kj_mol": 779.9,
  "e_homo_ev": -7.72,
  "total_charge": 0,
  "lumo_ev": 0.00,
  "species": ["C", "C", "C", "N", "C", "C", "N", "H", "H", "H", "H", "H", "H", "H", "H", "H", "H", "H", "H", "H", "H", "O", "H", "H", "O", "H", "H", "O", "H", "H", "O", "H", "H", "O", "H", "H", "O", "H", "H", "O", "H", "H", "O", "H", "H", "O", "H", "H", "O", "H", "H", "O", "H", "H", "O", "H", "H", "O", "H", "H", "O"],
  "coordinates": [[1.21358, 1.01706, -3.31230], [1.29399, -0.59443, -3.72829], [2.04758, -1.52960, -2.66908], [2.57113, -0.42463, 0.89321], [2.83446, -0.89076, -0.38584], [1.84161, -0.89126, -1.26914], [2.46103, 1.71640, -3.41191], [0.42724, 1.06626, -2.42535], [0.68073, 1.44373, -4.17831], [1.73533, -0.59035, -4.82620], [0.25304, -0.90269, -3.79002], [1.59739, -2.52547, -2.72224], [3.13578, -1.65208, -3.10197], [1.74705, -0.04411, 1.06616], [3.32249, -0.33398, 1.59162], [3.84903, -1.14167, -0.63206], [0.99087, -0.23479, -1.14081], [3.11791, 1.35723, -2.78269], [2.33339, 2.74837, -3.42010], [3.01641, -3.16748, 2.29824], [2.46531, -3.89401, 0.97426], [2.21179, -3.46820, 1.80130], [-2.88685, 2.86781, 1.32340], [-2.82933, 2.87517, 2.89464], [-2.30449, 2.87437, 2.15745], [-0.75639, 2.14013, 2.99195], [0.80550, 2.37937, 2.80018], [0.19061, 1.84759, 3.24608], [-2.55914, -1.47926, -1.39755], [-1.53955, -0.32537, -1.44278], [-2.18512, -0.89628, -2.01923], [2.69173, -1.09007, 4.52078], [1.49723, -1.22509, 3.64506], [2.46263, -1.17460, 3.70519], [2.47102, 3.60508, 2.42906], [1.36166, 4.69444, 2.19302], [1.62674, 3.80697, 1.96902], [0.28755, -1.58108, 1.03935], [-1.04770, -2.45225, 0.70459], [-0.63284, -1.62144, 0.63669], [-2.78111, -0.25220, 2.64061], [-1.82075, -1.28932, 2.10748], [-2.74582, -1.21289, 2.48229], [-4.51580, 0.78873, -3.20078], [-3.41261, 0.25458, -2.13872], [-4.01103, 0.98065, -2.47363], [-0.09469, -0.04340, 4.66514], [-1.40937, 0.56280, 4.88073], [-0.86335, -0.17733, 5.12213], [-1.57081, -0.72731, -4.15964], [-2.47664, 0.71856, -4.27796], [-1.73645, 0.06072, -4.63431], [-1.06902, 0.69891, 0.20196], [-0.64415, 1.85014, 0.59832], [-0.82761, 1.55087, -0.18986], [0.37878, -4.17393, 1.87974], [-0.48433, -4.79919, 0.67774], [-0.48364, -4.21762, 1.36507], [-4.47310, 2.26815, -0.93181], [-2.96425, 2.30627, -0.48556], [-3.79470, 2.54379, -0.35432]],
  "forces_ev_per_angstrom": [[-2.4, -2.2, -1.5], [1.2, 1.8, -0.6], [0.4, 1.7, -1.6], [6.0, -1.9, -0.1], [-1.3, 0.9, 0.8], [1.8, -1.0, -2.4], [-1.0, 0.9, -0.3], [2.1, 0.5, -1.2], [-0.5, -0.4, 0.5], [-0.7, -0.4, 2.3], [0.1, 0.0, -0.1], [0.0, 0.1, 0.0], [-1.7, 0.3, 1.6], [-4.1, 2.2, 1.1], [-1.1, 0.0, -0.7], [0.2, -0.6, 0.1], [-0.3, -0.6, 0.3], [1.3, 0.1, 1.2], [0.4, -1.3, 0.4], [-1.1, -0.4, -0.9], [0.4, 0.3, 0.2], [0.6, 0.1, 0.8], [0.6, 0.0, 1.8], [-2.4, 0.2, 2.6], [1.5, -0.2, -4.2], [2.4, -0.3, 0.1], [0.9, 1.7, -1.2], [-3.6, -1.6, 0.9], [-0.7, -1.4, 1.4], [-1.5, -1.7, -1.7], [2.4, 2.7, 0.7], [2.0, 0.8, 8.2], [0.5, -0.1, 0.1], [-2.3, -0.9, -8.1], [-0.8, 0.6, -0.5], [0.0, 0.4, 0.3], [1.0, -0.9, 0.1], [-1.7, -1.0, -0.9], [0.1, -2.2, 0.6], [1.9, 3.5, 0.2], [-0.3, -0.5, 0.0], [-1.4, -0.1, 0.4], [1.4, 0.8, -0.5], [-1.7, -1.4, -2.6], [-0.9, 0.4, -1.2], [2.0, 1.1, 3.1], [3.1, 0.9, -1.8], [-0.3, 0.4, -0.1], [-2.7, -1.1, 2.0], [-0.7, -0.7, 1.4], [2.5, -2.9, -0.4], [-2.1, 3.9, -1.2], [-0.3, -1.0, -0.9], [2.2, 4.3, 6.7], [-1.9, -3.5, -5.5], [-1.2, -0.3, -1.3], [0.6, -2.7, -2.7], [0.5, 2.7, 4.0], [-0.1, -1.0, -1.4], [5.4, -2.2, -2.2], [-4.7, 3.3, 3.9]],
  "lowdin_charge": [-0.308, -0.166, -0.191, 0.061, -0.206, -0.153, -0.004, 0.103, 0.089, 0.132, 0.041, 0.078, 0.129, 0.001, 0.095, 0.113, 0.065, 0.030, 0.090, 0.068, 0.054, -0.078, 0.067, -0.001, -0.037, 0.043, -0.058, -0.074, 0.039, 0.097, -0.045, -0.055, 0.059, 0.033, 0.078, 0.052, -0.043, 0.070, -0.007, -0.066, 0.018, 0.011, -0.088, -0.003, 0.022, -0.049, -0.062, 0.021, -0.008, -0.034, 0.098, -0.098, 0.038, -0.074, 0.035, 0.060, -0.008, -0.030, 0.019, -0.076, 0.013]
}